Record 1
Molecular formula: CH3N2O5S2
Method: DFT, the ωB97M-V functional and the def2-TZVPD basis

Summary:
max |F| = 3.02 eV/A
HOMO energy = -5.45 eV
charge = -1
HOMO-LUMO gap = 9.0 eV

Each line ends with the natural charge from an NBO analysis.
CARTESIAN COORDINATES (ANGSTROEM)
C (0.65, -1.55, 2.17)  0.655
N (1.77, -1.22, -1.13)  -1.048
N (-0.84, -0.28, -1.15)  -1.014
O (1.63, -2.23, 2.12)  -0.610
O (3.62, 0.83, -1.39)  -0.951
O (1.22, 1.45, -1.21)  -1.023
O (0.03, -0.92, 1.21)  -0.742
O (-0.22, -2.70, -0.60)  -0.929
S (2.37, 0.66, -0.62)  1.625
S (0.40, -1.40, -0.63)  2.159
H (0.26, -1.23, 3.17)  0.067
H (-0.21, 0.45, -1.36)  0.414
H (-1.48, -0.10, -0.34)  0.397



Record 2
Molecular formula: CH3N2OP
Method: DFT, the ωB97M-V functional and the def2-TZVPD basis

Summary:
max |F| = 2.86 eV/A
HOMO energy (alpha / beta) = -7.70 / -7.70 eV
HOMO-LUMO gap (alpha / beta) = 6.5 / 6.5 eV

Each line ends with the natural charge from an NBO analysis.
CARTESIAN COORDINATES (ANGSTROEM)
C (0.31, -0.73, -0.58)  -0.083
N (0.09, 0.65, -0.22)  -0.571
N (1.38, 0.04, -0.20)  -0.500
O (-1.37, 0.06, 1.95)  -0.978
P (-0.46, 1.14, 1.62)  1.423
H (-0.10, -1.49, 0.08)  0.177
H (0.25, -0.97, -1.65)  0.162
H (-0.11, 1.29, -1.00)  0.371



Record 3
Molecular formula: CH3N2OS
Method: DFT, the ωB97M-V functional and the def2-TZVPD basis

Summary:
max |F| = 2.07 eV/A
HOMO energy (alpha / beta) = -12.57 / -17.00 eV
charge = +1
multiplicity = 3
HOMO-LUMO gap (alpha / beta) = 7.2 / 9.8 eV

Each line ends with the Löwdin spin population.
CARTESIAN COORDINATES (ANGSTROEM)
C (0.92, 0.06, 0.14)  0.496
N (-0.58, 1.20, -0.40)  0.746
N (0.34, -1.03, 0.04)  0.098
O (-1.06, -1.08, -0.22)  0.116
S (-1.76, 0.36, 0.26)  0.493
H (1.95, 0.33, 0.26)  0.023
H (-0.47, 2.16, -0.11)  0.015
H (0.66, -2.01, 0.04)  0.013



Record 4
Molecular formula: CH3N2S
Method: DFT, the ωB97M-V functional and the def2-TZVPD basis

Summary:
max |F| = 5.42 eV/A
HOMO energy = -14.69 eV
charge = +1
HOMO-LUMO gap = 8.3 eV

Each line ends with the natural charge from an NBO analysis.
CARTESIAN COORDINATES (ANGSTROEM)
C (-0.16, -0.42, -0.02)  0.666
N (-1.25, -0.98, -0.04)  -0.459
N (0.51, 0.74, -0.02)  -0.781
S (2.20, -0.20, -0.03)  0.120
H (-1.58, -1.91, 0.13)  0.472
H (0.17, 1.44, -0.87)  0.495
H (0.10, 1.34, 0.85)  0.487